The following is a DFT calculation (the ωB97M-V functional and the def2-TZVPD basis) of a 3-piece molecular cluster, C35H63BN4O5 overall.

```
108
Properties=species:S:1:pos:R:3:forces:R:3
C 5.8360 -2.5617 -0.2627 0.5 0.9 -0.1
C 6.0227 -1.2226 -1.2456 -0.5 -0.8 0.4
C 5.3366 -1.5685 -2.6937 -0.1 -0.1 0.2
C 5.0601 -0.2739 -3.6608 1.7 -0.6 -0.1
N 4.4388 0.9216 -2.9728 -1.2 -2.0 -1.3
C 2.9455 0.7807 -2.7765 -0.1 2.6 1.6
C 2.5711 2.2760 -2.1276 0.2 0.2 0.4
B 1.0322 2.3696 -1.5527 -2.1 0.4 0.7
O 0.6461 2.2614 -0.1117 1.6 -1.5 -2.9
O -0.1080 2.6274 -2.4987 1.3 -2.4 2.6
C 1.9632 0.5041 -4.0613 1.5 -1.8 -2.0
C 1.2619 -0.9861 -3.7725 -0.2 2.9 -0.2
C -0.1907 -0.8053 -4.5183 -0.2 -1.4 -0.2
C -1.2534 -2.0370 -4.2487 -0.7 0.8 0.5
C -1.7768 -1.9406 -2.6869 -0.8 0.2 2.5
C -2.4798 -0.5118 -2.2200 0.6 -3.2 3.1
C -2.9806 -0.3403 -0.6538 2.2 -3.9 -1.8
C -2.7494 -1.6173 0.3637 0.9 -0.1 -3.0
C -2.0551 -3.0513 -0.1188 -0.2 3.1 -3.1
C -1.5562 -3.2157 -1.6720 -1.9 4.2 1.2
N 1.3314 -1.0249 -2.2566 -0.4 1.3 2.7
C 2.4314 -0.2202 -1.5528 1.9 -1.0 1.0
O 2.9045 -0.3155 -0.2980 -3.5 0.7 -7.6
H 6.1845 -3.5072 -0.8673 -0.6 1.8 1.4
H 4.7014 -2.6870 0.0657 2.5 0.3 -0.8
H 6.5127 -2.3712 0.7018 -1.6 -0.8 -2.1
H 7.1553 -0.9465 -1.3749 -2.1 -0.7 0.2
H 5.5078 -0.3392 -0.6671 0.8 -1.7 -1.4
H 6.0211 -2.3544 -3.2726 -1.4 1.7 1.2
H 4.3189 -2.1152 -2.4838 1.8 1.0 -0.3
H 4.4477 -0.6534 -4.5925 1.0 1.1 1.9
H 6.1126 0.0885 -4.0890 -2.2 -0.8 0.9
H 4.9427 1.2029 -2.1035 -0.9 -0.7 -1.0
H 3.3199 2.4173 -1.2277 -1.4 -0.2 -1.8
H 2.7329 3.1442 -2.9198 -0.2 -2.0 1.5
H 1.2018 1.5620 0.3511 -0.6 1.4 -0.8
H -0.8397 1.9696 -2.2246 1.4 1.8 -0.3
H 2.5320 0.2915 -5.0867 -0.6 0.9 2.3
H 1.1830 1.3481 -4.3828 1.7 -1.9 1.5
H 1.7989 -1.9292 -4.2243 -0.8 2.1 1.0
H 0.0247 -0.8194 -5.6919 -0.2 0.2 2.6
H -0.7128 0.2117 -4.2565 1.2 -2.0 -0.4
H -0.8146 -3.1091 -4.5314 -0.9 2.4 0.8
H -2.1905 -1.8112 -4.9512 2.0 -0.7 1.5
H -2.5843 0.3745 -2.9917 0.1 -2.1 1.7
H -3.4506 0.6789 -0.3126 1.0 -2.3 -0.6
H -3.0932 -1.4753 1.4980 0.9 -0.5 -2.8
H -1.8698 -3.9536 0.6158 -0.6 2.2 -1.5
H -1.0268 -4.1739 -2.1214 -1.3 2.2 1.3
H 0.4903 -0.5927 -1.7763 0.6 -1.5 -0.8
C 1.2036 -2.4879 4.5488 -0.3 0.0 0.5
C 2.2910 -2.9829 3.5538 -1.4 1.3 -0.3
C 1.7545 -4.1433 2.6601 0.3 -0.2 0.0
C 1.7299 -5.5142 3.3248 0.0 -0.1 0.0
C 3.0625 -5.8260 3.9975 0.0 0.2 -0.2
C 3.4884 -4.7171 4.9905 0.1 -1.0 1.6
N 3.5093 -3.3584 4.3448 3.0 -1.2 -3.9
O 4.6186 -3.3110 3.4822 -2.7 0.2 2.6
C 2.5202 -4.7368 6.2063 -0.2 0.1 0.0
C 4.8673 -5.0928 5.6202 0.1 0.5 -0.5
C 2.5143 -1.7610 2.5974 0.8 -0.5 0.1
H 1.6208 -2.2702 5.5405 0.0 -0.2 -0.3
H 0.7425 -1.5423 4.2318 0.2 -0.3 -0.2
H 0.3879 -3.2084 4.6719 0.1 0.0 0.1
H 2.3753 -4.2286 1.7586 0.1 0.2 0.2
H 0.7423 -3.9050 2.3082 0.2 0.3 0.1
H 0.9096 -5.5745 4.0458 0.0 0.0 0.1
H 1.5218 -6.2822 2.5660 0.0 0.2 0.1
H 2.9859 -6.7905 4.5164 0.1 0.3 0.1
H 3.8304 -5.9615 3.2250 0.0 0.2 0.1
H 2.7755 -3.9523 6.9294 0.0 -0.1 -0.2
H 2.5822 -5.6984 6.7344 0.2 0.2 -0.3
H 1.4721 -4.6203 5.9389 0.1 0.1 -0.1
H 5.6589 -5.2119 4.8760 -0.2 0.2 0.0
H 4.8024 -6.0456 6.1600 -0.3 0.2 -0.1
H 5.1899 -4.3282 6.3427 -0.1 -0.1 -0.3
H 2.9347 -0.9042 3.1347 0.0 -0.2 0.0
H 1.5644 -1.4400 2.1513 0.1 -0.3 0.3
H 3.1754 -2.0010 1.7570 0.0 0.0 0.3
C -7.5490 5.1857 -0.9298 -0.2 0.4 -0.3
C -6.4641 4.2432 -0.3364 -1.9 -0.2 0.2
C -6.1776 4.5808 1.1592 0.4 0.0 -0.1
C -5.2686 5.7819 1.3893 0.0 0.1 0.1
C -4.0118 5.6962 0.5298 -0.2 -0.3 0.1
C -4.3429 5.5092 -0.9711 0.8 1.6 -0.8
N -5.2457 4.3292 -1.2075 2.8 -3.5 2.5
O -4.4866 3.1625 -1.0088 -2.0 3.0 -1.0
C -4.9906 6.8171 -1.5061 -0.2 0.0 0.0
C -3.0123 5.4066 -1.7821 -0.3 -0.7 0.1
C -7.1439 2.8305 -0.3439 0.9 -0.1 -0.1
H -7.3107 5.4936 -1.9562 0.1 -0.1 0.3
H -8.5306 4.6989 -1.0108 0.3 0.0 0.3
H -7.6957 6.0887 -0.3276 0.1 -0.1 -0.1
H -5.7066 3.7169 1.6463 -0.1 0.0 -0.3
H -7.1232 4.7486 1.6910 0.0 -0.2 -0.3
H -5.8084 6.7126 1.1927 0.0 0.0 -0.1
H -4.9777 5.8197 2.4488 -0.1 0.0 -0.2
H -3.4142 6.6056 0.6757 -0.1 -0.1 -0.3
H -3.3885 4.8671 0.8888 -0.1 0.0 -0.2
H -5.2586 6.7223 -2.5656 0.1 -0.1 0.2
H -4.2889 7.6584 -1.4222 0.0 -0.4 0.0
H -5.8796 7.1258 -0.9602 0.0 -0.1 0.0
H -2.3798 4.5746 -1.4624 -0.2 0.0 0.0
H -2.4121 6.3170 -1.6627 -0.4 -0.1 0.1
H -3.2163 5.2873 -2.8568 0.0 0.0 0.3
H -7.3446 2.4887 -1.3649 0.1 0.1 0.1
H -8.1015 2.8590 0.1914 0.2 0.4 -0.1
H -6.5384 2.0706 0.1629 0.1 0.2 -0.3
```
Positions in Å, forces in eV/Å.

Summary:
LUMO level (alpha / beta) in eV: 0.07 / -0.41
Orbital gap (alpha / beta) in eV: 8.417 / 7.937
HOMO (alpha / beta) in eV: -8.351 / -8.351
Spin multiplicity: 3


The following is a DFT calculation (the ωB97M-V functional and the def2-TZVPD basis) of an isolated ion of composition CH3N3 and charge +2.

```
7
Properties=species:S:1:pos:R:3:forces:R:3
N -0.3495 0.2194 -2.4548 -0.4 0.1 -0.1
N -0.2200 0.2229 -1.3662 -0.2 -0.4 -1.3
C 0.3211 0.2130 -0.0932 -2.8 -1.5 5.1
N -0.3363 -0.2029 0.9958 6.9 2.4 -2.5
H 1.3178 0.5660 0.0076 1.1 0.8 -0.2
H 0.3338 -0.1902 1.8458 -1.4 0.1 -0.9
H -1.0670 -0.8282 1.0652 -3.2 -1.5 -0.1
```
Positions in Å, forces in eV/Å.

Summary:
LUMO level in eV: -15.12
Relative energy (zero: lowest compared OMol25 entry of this formula, charge and spin) in eV: 0.2546
Total charge: +2
Orbital gap in eV: 11.678
HOMO in eV: -26.802


The following is a DFT calculation (the ωB97M-V functional and the def2-TZVPD basis) of a 2-piece molecular cluster, C5H11NO overall.

```
18
Properties=species:S:1:pos:R:3:forces:R:3
C -0.1368 -1.2831 2.3879 1.0 -0.4 -0.4
N -1.3210 -0.5907 1.9661 -0.7 -0.2 0.7
C -1.4370 -0.0161 0.6759 0.0 -1.4 0.2
C -0.6164 1.0187 0.2649 -0.4 1.8 -1.1
C -1.2750 2.1129 -0.4234 0.1 -1.5 1.4
C -0.9531 3.4159 -0.4606 1.1 1.5 -0.8
H 0.6778 -0.6562 2.7808 -0.3 0.4 -0.2
H 0.3039 -1.8361 1.5327 0.0 -0.1 0.2
H -0.3322 -1.9821 3.2072 -0.3 -0.1 -0.1
H -2.1414 -1.1198 2.2400 0.1 0.1 -0.2
H -2.0765 -0.5143 -0.0639 -0.4 0.0 0.4
H 0.4133 1.0847 0.6178 -0.1 0.5 0.2
H -2.3219 1.9017 -0.6723 0.2 -0.3 -0.4
H 0.0102 3.7670 -0.0860 0.0 -0.1 0.0
H -1.4700 4.1385 -1.0899 -0.2 -0.1 0.2
H 3.4869 -3.4248 -4.4643 -0.3 0.3 -0.6
H 4.8965 -2.7147 -4.4345 -0.3 0.1 -0.3
O 4.2927 -3.3014 -3.9782 0.6 -0.4 0.9
```
Positions in Å, forces in eV/Å.

Summary:
LUMO level (alpha / beta) in eV: 2.78 / 2.78
Relative energy (zero: lowest compared OMol25 entry of this formula, charge and spin) in eV: 2.6234
Total charge: -1
Orbital gap (alpha / beta) in eV: 2.466 / 4.648
HOMO (alpha / beta) in eV: 0.318 / -1.865
Spin multiplicity: 2


The following is a DFT calculation (the ωB97M-V functional and the def2-TZVPD basis) of one molecule with the formula C4H9NO2.

```
16
Properties=species:S:1:pos:R:3:forces:R:3
C -2.4017 0.7152 -0.0543 -0.2 0.1 0.0
N -1.0465 0.2120 -0.0948 0.1 -0.4 0.1
C -0.8279 -0.9774 0.2691 -0.2 0.2 0.0
O 0.3713 -1.5602 0.2929 -0.2 0.0 0.2
C 1.4799 -0.9177 -0.3485 0.5 0.3 -0.3
C 2.0033 0.3866 0.2526 0.2 -0.3 0.2
O 1.3154 1.5357 -0.1584 0.4 0.1 0.0
H -2.4462 1.5737 0.6253 0.0 -0.1 -0.1
H -2.6842 1.0710 -1.0505 0.0 -0.1 0.2
H -3.1364 -0.0343 0.2766 0.1 0.1 -0.1
H -1.6067 -1.6652 0.6204 0.2 0.1 0.0
H 2.2750 -1.6656 -0.2910 -0.2 0.1 0.0
H 1.2327 -0.7335 -1.4012 0.0 -0.1 0.1
H 2.0615 0.2961 1.3556 -0.1 0.0 -0.3
H 3.0337 0.4799 -0.1153 -0.1 0.0 0.1
H 0.3768 1.2836 -0.1785 -0.3 0.0 0.0
```
Positions in Å, forces in eV/Å.

Summary:
LUMO level in eV: 0.96
Relative energy (zero: lowest compared OMol25 entry of this formula, charge and spin) in eV: 1.8456
Orbital gap in eV: 10.778
HOMO in eV: -9.816


The following is a DFT calculation (the ωB97M-V functional and the def2-TZVPD basis) of C41H59ClNO6P2SiV as an isolated structure.

```
112
Properties=species:S:1:pos:R:3:forces:R:3
V -0.0498 -1.6003 -0.5686 -0.2 -0.5 0.3
C -2.0176 0.7590 3.7973 0.0 -0.1 0.1
Si -1.5766 0.2632 2.0523 0.3 0.0 -0.1
C -2.5336 1.3077 0.7974 -0.1 0.0 0.1
C -3.4718 2.1498 1.4093 0.0 0.1 0.0
C -4.0880 3.1908 0.7354 0.0 0.0 0.0
C -3.7709 3.4227 -0.5933 0.0 -0.1 0.0
C -2.8854 2.5719 -1.2342 0.0 0.0 0.2
C -2.2752 1.5024 -0.5693 0.0 0.1 -0.1
P -1.2785 0.3372 -1.5727 0.0 0.1 0.0
C -2.5271 -0.5346 -2.6331 0.1 0.0 0.1
C -3.1464 0.2051 -3.8262 0.0 -0.1 0.0
C -4.3311 -0.6097 -4.3450 0.0 0.0 0.0
C -5.4831 -0.6116 -3.3242 0.0 0.0 0.0
C -4.9627 -0.4139 -1.8938 0.0 0.0 -0.1
C -3.6268 -1.1209 -1.7018 0.0 0.0 0.1
C -0.0842 1.3297 -2.5785 0.0 0.0 0.0
C -0.5447 2.2959 -3.7068 0.0 0.0 0.1
C -0.1318 3.7408 -3.4340 0.0 0.0 0.0
C 1.3835 3.8651 -3.2625 0.0 0.0 0.0
C 1.9428 2.7982 -2.2927 0.0 0.0 -0.1
C 0.8323 2.0435 -1.5707 0.0 0.1 -0.1
C 0.2208 0.9292 1.8251 0.0 0.1 0.0
C 0.0817 2.3167 2.0175 -0.1 0.0 0.0
C 1.1340 3.2111 1.9387 0.0 0.0 0.0
C 2.4054 2.7344 1.6757 0.0 0.0 0.0
C 2.5833 1.3751 1.4922 -0.1 0.1 0.1
C 1.5233 0.4670 1.5503 0.1 -0.1 -0.1
P 1.8081 -1.3237 1.2713 0.0 0.1 0.0
C 2.2953 -1.9094 2.9745 -0.2 0.0 -0.1
C 1.3941 -1.3361 4.0991 0.1 0.0 0.0
C 2.0865 -0.2366 4.8974 0.1 -0.1 0.0
C 3.3241 -0.7870 5.6233 0.0 0.0 0.0
C 4.0097 -1.8852 4.7926 0.0 0.0 0.0
C 3.7731 -1.6513 3.3025 0.0 0.0 0.0
C 3.3278 -1.7232 0.2458 -0.1 0.0 -0.1
C 2.8199 -2.0900 -1.1676 0.1 -0.1 0.1
C 3.9346 -2.0607 -2.1975 0.0 0.1 0.0
C 4.5283 -0.6523 -2.3514 0.0 0.0 0.0
C 4.5041 0.1221 -1.0240 0.0 -0.1 0.0
C 4.5976 -0.8549 0.1502 -0.1 0.1 -0.1
H -1.8660 1.8120 4.0318 0.0 0.0 0.0
H -1.3849 0.1724 4.4694 0.0 0.0 0.0
H -3.0536 0.4888 4.0056 0.0 0.0 0.0
H -3.7280 1.9866 2.4482 0.0 0.0 -0.1
H -4.8019 3.8198 1.2512 0.0 0.0 0.0
H -4.2228 4.2431 -1.1358 0.0 0.0 0.0
H -2.6708 2.7430 -2.2728 0.0 0.0 -0.2
H -1.9386 -1.3632 -3.0413 0.0 0.0 0.0
H -2.3995 0.3344 -4.6091 0.0 0.0 0.0
H -3.5067 1.1974 -3.5442 0.0 0.0 0.0
H -3.9901 -1.6319 -4.5331 0.0 0.0 0.0
H -4.6711 -0.2151 -5.3037 0.0 0.0 0.0
H -6.0258 -1.5573 -3.3918 0.0 0.0 0.0
H -6.2009 0.1760 -3.5647 0.0 0.0 0.0
H -5.6884 -0.7849 -1.1681 0.0 0.0 0.0
H -4.8385 0.6516 -1.6780 0.0 0.0 0.0
H -3.7354 -2.1880 -1.9085 0.0 0.0 0.0
H -3.3194 -1.0552 -0.6567 0.0 0.0 -0.1
H 0.5075 0.5357 -3.0465 0.0 0.0 0.0
H -1.6136 2.2540 -3.8838 -0.1 0.0 0.0
H -0.0850 1.9690 -4.6437 0.0 0.0 0.0
H -0.6397 4.1026 -2.5344 0.0 0.0 0.0
H -0.4684 4.3769 -4.2552 0.0 0.0 0.0
H 1.6275 4.8698 -2.9131 0.0 0.0 0.0
H 1.8581 3.7542 -4.2404 0.0 0.0 0.0
H 2.6076 3.2567 -1.5575 0.0 0.0 0.0
H 2.5464 2.0694 -2.8428 0.0 0.0 0.0
H 0.2500 2.7330 -0.9502 0.0 0.0 0.0
H 1.2675 1.3083 -0.8978 0.0 0.0 0.0
H -0.8984 2.7380 2.2118 0.0 0.0 0.0
H 0.9523 4.2687 2.0788 0.0 0.0 0.0
H 3.2516 3.4063 1.6104 0.0 0.0 0.0
H 3.5728 1.0184 1.2875 0.2 -0.1 0.0
H 2.1294 -2.9880 2.9308 0.0 0.0 0.0
H 1.1234 -2.1532 4.7723 0.0 0.0 0.0
H 0.4547 -0.9737 3.6956 0.0 0.0 0.0
H 1.3852 0.1902 5.6174 0.0 0.0 0.0
H 2.3703 0.5798 4.2281 0.0 0.0 0.0
H 3.0376 -1.1895 6.5972 0.0 0.0 0.0
H 4.0281 0.0253 5.8178 0.0 0.0 0.0
H 3.6129 -2.8686 5.0613 0.0 0.0 0.0
H 5.0790 -1.9131 5.0078 0.0 0.0 0.0
H 4.4208 -2.2943 2.7056 0.0 0.0 0.0
H 4.0456 -0.6167 3.0693 0.0 0.0 0.0
H 3.6140 -2.6720 0.7138 0.0 0.0 0.0
H 1.4289 -1.4597 -2.5788 -0.1 0.0 -0.3
H 2.4147 -3.1083 -1.1399 0.0 0.0 0.0
H 3.5412 -2.4365 -3.1420 0.0 0.0 0.0
H 4.7005 -2.7728 -1.8789 0.0 0.0 0.0
H 3.9806 -0.0941 -3.1120 0.0 0.0 0.0
H 5.5561 -0.7412 -2.7101 0.0 0.0 0.0
H 3.5720 0.6855 -0.9491 0.0 0.0 0.0
H 5.3198 0.8474 -0.9891 0.0 0.0 0.0
H 4.8310 -0.3591 1.0868 0.0 0.0 0.1
H 5.4419 -1.5285 -0.0284 0.0 0.0 0.0
O 1.6260 -4.3532 -3.2042 0.0 0.0 0.0
Cl 0.4514 -3.4050 -3.0173 0.0 -0.1 -0.2
O 0.8231 -1.9489 -3.5738 -0.2 0.0 -0.4
O 1.7793 -1.1792 -1.5512 -0.2 0.1 0.7
O -1.2974 -2.6328 -0.4922 0.7 0.3 -0.1
O -4.3019 -0.7047 1.8894 -0.1 0.0 0.0
C -3.5196 -1.6244 1.8795 0.1 0.1 0.1
C -3.8575 -3.0880 1.7471 0.1 -0.1 0.1
C -2.5350 -3.8061 1.9713 0.0 0.1 -0.1
C -1.5233 -2.7069 2.2040 -0.3 0.0 0.3
O -0.3883 -2.8722 2.5603 0.2 -0.1 -0.1
N -2.1369 -1.4576 2.0406 -0.1 0.0 -0.2
H -4.2802 -3.2519 0.7560 0.0 0.0 0.0
H -4.6246 -3.3295 2.4819 0.0 0.0 0.0
H -2.1906 -4.3409 1.0890 0.0 -0.1 0.0
H -2.5308 -4.4855 2.8230 0.0 0.0 0.0
```
Positions in Å, forces in eV/Å.

Summary:
LUMO level (alpha / beta) in eV: 0.38 / 0.41
Relative energy (zero: lowest compared OMol25 entry of this formula, charge and spin) in eV: 1.5108
Orbital gap (alpha / beta) in eV: 7.977 / 8.186
HOMO (alpha / beta) in eV: -7.593 / -7.775
Spin multiplicity: 3


Let's list E_tot in order: -54175.789 -5531.248 -8897.539 -9878.215 -121915.175 eV.